Molecular formula: C3H6O2
Method: DFT, ωB97M-V/def2-TZVPD

Structure (XYZ):
```
11
Properties=species:S:1:pos:R:3:forces:R:3:mulliken_charge:R:1
C 1.372656 -0.612898 0.919321 0.164 -0.121 0.217 -0.662
O 0.774235 -0.104320 -0.249848 -0.017 -0.023 -0.074 -0.296
C -0.529262 0.368977 -0.038920 -0.267 0.039 0.044 -0.281
C -1.190938 0.551740 -1.389120 -0.223 0.016 0.086 -0.023
O -2.368176 0.389032 -1.582444 0.342 0.068 0.076 -0.463
H 1.598956 0.178360 1.649921 -0.085 -0.056 -0.144 0.281
H 0.727888 -1.361165 1.405441 0.092 0.117 -0.103 0.300
H 2.305950 -1.093597 0.619174 -0.115 0.084 0.052 0.243
H -0.531405 1.352343 0.465386 0.035 -0.124 -0.002 0.268
H -1.129654 -0.324058 0.568565 0.070 0.073 -0.119 0.293
H -0.507042 0.880373 -2.194333 0.004 -0.074 -0.030 0.339
```
Positions in Å, forces in eV/Å.

- LUMO energy (eV) = 0.95
- E_tot (eV) = -7302.047
- highest occupied orbital energy (eV) = -9.9
- Kohn-Sham gap (eV) = 10.888
- max |F| (eV Å⁻¹) = 0.356
- relative energy (zero: lowest compared OMol25 entry of this formula, charge and spin) (kJ/mol) = 157.36


Molecular formula: C8H28O6
Method: DFT, ωB97M-V/def2-TZVPD

Structure (XYZ):
```
42
Properties=species:S:1:pos:R:3:forces:R:3:mulliken_charge:R:1
O -0.140728 0.057294 -0.255757 -0.999 -0.626 0.491 -0.244
H 0.789332 -0.133916 -0.376867 0.224 -0.483 0.248 0.032
H -0.267258 0.908564 -0.674757 -0.006 0.889 -0.312 0.403
O -0.197928 2.515784 -1.352127 -0.151 -0.051 0.171 -0.606
H 0.472922 2.493864 -2.034557 0.340 0.087 -0.238 0.315
H -0.941828 2.958124 -1.760997 -0.237 0.240 -0.134 0.263
C -2.566368 -1.365106 -2.766517 0.747 1.024 0.037 -0.819
C -1.264808 -2.037626 -2.379527 -0.797 -0.567 1.164 0.019
O -1.155908 -3.281776 -3.014177 0.330 -0.588 -0.550 -0.518
H -2.842268 -0.636416 -2.004287 -0.205 0.055 0.364 0.044
H -3.364978 -2.099016 -2.874657 0.093 0.218 -0.302 0.317
H -2.367408 -0.725026 -3.626057 -0.587 -0.436 -0.497 0.318
H -1.333598 -2.342676 -1.335347 0.319 0.888 0.556 0.288
H -0.373898 -1.422286 -2.505027 -0.152 0.027 -0.211 0.009
H -1.390428 -3.876826 -2.298277 0.196 -0.645 -0.606 0.360
C 2.227282 -2.191156 1.276013 0.222 0.651 2.182 -1.027
C 2.631082 -2.087456 -0.133987 0.581 1.440 0.897 -0.168
O 1.555142 -2.487476 -0.907157 -0.364 -0.882 -1.199 -0.492
H 1.271782 -1.717216 1.500703 -0.275 -0.325 -0.190 0.187
H 2.928052 -1.602866 1.868413 0.274 0.088 0.090 0.351
H 2.309292 -3.178826 1.729743 -0.403 -0.185 -0.401 0.358
H 3.628682 -2.526306 -0.151387 -0.116 -0.937 -1.169 0.351
H 2.828842 -1.041106 -0.366687 0.168 0.447 0.062 0.114
H 1.632342 -2.075116 -1.770637 0.019 -0.376 -0.270 0.312
C 2.399362 1.662254 1.096413 -0.753 0.725 0.933 -0.359
C 3.298362 2.777304 1.583923 0.761 1.084 -1.458 -0.672
O 3.147872 3.141424 2.925173 -0.147 -1.088 1.112 -0.531
H 2.384382 0.848244 1.821163 0.141 -0.126 -0.082 0.214
H 2.716872 1.299384 0.118863 0.039 0.096 0.028 0.242
H 1.389822 2.070624 1.049813 -0.196 -0.311 -0.211 0.137
H 3.122332 3.733654 1.091473 -0.377 -0.220 -1.063 0.314
H 4.300302 2.511474 1.246933 0.552 -0.101 0.755 0.328
H 3.863692 3.730434 3.174723 0.023 0.001 -0.014 0.327
C -3.795388 1.366184 2.038883 -0.095 -0.272 -0.529 -1.077
C -3.517328 0.409044 0.847963 1.760 0.165 0.310 0.003
O -2.499728 -0.427696 1.271223 -1.462 -0.377 0.829 -0.092
H -4.697168 1.927214 1.793673 0.254 0.215 0.028 0.355
H -2.858468 1.922784 2.017223 -0.396 0.531 0.588 0.340
H -3.946828 0.815774 2.967443 0.155 0.072 -0.091 0.352
H -3.124448 0.858764 -0.063907 -0.876 0.297 -0.217 0.308
H -4.376228 -0.242166 0.685753 -0.746 -0.357 -0.055 0.371
H -1.874768 -0.510146 0.547183 2.141 -0.288 -1.047 0.275
```
Positions in Å, forces in eV/Å.

- LUMO energy (spin up / spin down) (eV) = -2.99 / -9.33
- E_tot (eV) = -21023.320
- total charge = +1
- highest occupied orbital energy (spin up / spin down) (eV) = -12.2 / -12.2
- Kohn-Sham gap (spin up / spin down) (eV) = 9.233 / 2.890
- max |F| (eV Å⁻¹) = 2.401
- relative energy (zero: lowest compared OMol25 entry of this formula, charge and spin) (kJ/mol) = 154.11
- 2S+1 = 2


Molecular formula: C16H14BCaF3N7O2Se
Method: DFT, ωB97M-V/def2-TZVPD

Structure (XYZ):
```
45
Properties=species:S:1:pos:R:3:forces:R:3:mulliken_charge:R:1
Ca 0.266000 0.375302 -1.499124 -0.588 0.251 0.397 1.572
C 1.956735 -4.062135 -1.091841 -0.018 -0.050 0.131 -1.168
C 1.776475 -2.892127 -1.834374 -0.019 0.073 -0.186 -0.109
N 1.265723 -1.925900 -1.087007 -0.161 0.113 0.301 -0.229
N 1.097975 -2.449154 0.153044 0.059 0.355 -0.227 0.067
C 1.509995 -3.723716 0.169789 -0.022 -0.113 0.095 -0.154
B 0.545586 -1.608927 1.332559 -0.023 -0.005 0.167 -0.155
N -0.934858 -1.234808 1.094174 0.065 -0.156 -0.394 0.517
C -1.958028 -1.430940 1.936358 -0.052 -0.013 0.209 -0.260
C -3.131381 -1.066438 1.308906 0.103 -0.033 0.166 -0.928
C -2.714658 -0.649552 0.045198 -0.062 0.202 -0.286 -0.379
N -1.401543 -0.760084 -0.092211 0.253 -0.017 0.412 -0.506
N 1.426120 -0.344793 1.537496 -0.083 0.109 -0.409 0.457
C 2.383614 -0.170389 2.456663 0.024 -0.136 0.161 -0.149
C 3.070606 0.992627 2.173055 -0.047 -0.050 0.073 -0.989
C 2.442252 1.474775 1.023540 -0.054 0.242 -0.158 -0.576
N 1.456437 0.674976 0.642141 0.037 -0.404 0.158 -0.218
H 2.347039 -5.008771 -1.419546 0.014 -0.013 -0.016 0.386
H 1.974840 -2.706713 -2.878482 0.019 -0.015 -0.012 0.430
H 1.448125 -4.292962 1.082007 0.027 -0.048 -0.010 0.435
H 0.621784 -2.270790 2.337721 -0.016 0.002 -0.020 -0.170
H -1.770772 -1.809625 2.927471 -0.042 -0.014 0.010 0.447
H -4.124314 -1.073776 1.719829 -0.037 0.004 -0.016 0.407
H -3.289294 -0.234129 -0.768574 -0.034 -0.018 0.028 0.462
H 2.497842 -0.895258 3.245875 0.059 0.038 0.021 0.444
H 3.888368 1.429195 2.717168 0.014 0.006 0.021 0.401
H 2.643337 2.369282 0.454342 0.033 0.004 0.014 0.466
F 3.691840 -0.221878 -4.493773 -0.137 0.012 -0.013 -0.258
C 2.444248 -0.004659 -4.945004 0.054 0.062 -0.302 0.629
F 2.507951 1.016360 -5.826494 0.018 -0.127 0.082 -0.268
F 2.072557 -1.098429 -5.627775 0.040 0.099 0.081 -0.260
C 1.469394 0.344976 -3.795366 0.079 0.042 -0.081 0.929
O 1.883309 1.181135 -2.969986 0.432 0.081 -0.074 -0.800
O 0.370681 -0.238889 -3.761284 0.004 -0.291 -0.296 -0.771
Se -1.581767 2.713287 -1.571966 0.158 -0.059 -0.007 -0.332
C -2.248657 2.855558 0.196169 -0.168 -0.054 0.058 -0.267
C -1.518819 2.544442 1.346260 -0.042 0.007 -0.054 0.231
C -2.108564 2.654575 2.593141 0.062 -0.056 0.081 -0.348
N -3.361994 3.051214 2.813973 -0.018 0.016 -0.014 -0.686
C -4.055240 3.360787 1.716988 -0.033 0.030 -0.065 -0.336
C -3.560418 3.285252 0.428577 -0.021 -0.018 -0.080 -0.344
H -0.495692 2.211526 1.277916 0.133 -0.052 -0.043 0.309
H -1.524501 2.398254 3.473100 -0.027 0.008 0.023 0.378
H -5.079805 3.691378 1.864399 -0.001 -0.007 0.089 0.335
H -4.198526 3.549942 -0.405053 0.019 -0.007 -0.018 0.358
```
Positions in Å, forces in eV/Å.

- LUMO energy (eV) = 2.69
- E_tot (eV) = -123968.215
- total charge = -1
- highest occupied orbital energy (eV) = -4.3
- Kohn-Sham gap (eV) = 7.030
- max |F| (eV Å⁻¹) = 0.753
- relative energy (zero: lowest compared OMol25 entry of this formula, charge and spin) (kJ/mol) = 0.00


Molecular formula: C2H8N2
Method: DFT, ωB97M-V/def2-TZVPD

Structure (XYZ):
```
12
Properties=species:S:1:pos:R:3:forces:R:3:mulliken_charge:R:1
C -0.008253 -0.521691 -0.621090 -1.222 0.101 -0.517 -0.516
C -0.112582 0.390135 0.572105 1.560 -0.264 -0.017 -0.294
N -0.675669 1.631521 0.340502 -2.601 0.003 0.944 -0.142
N 0.777862 -1.700492 -0.412128 0.822 -0.009 0.056 -0.529
H 0.285100 0.068567 -1.492348 0.356 0.073 0.050 0.358
H -1.015710 -0.868502 -0.868158 -0.336 0.254 0.071 0.288
H 0.900831 0.635382 0.995656 0.094 -0.094 -0.125 0.327
H -0.489315 -0.087537 1.500989 -0.429 0.186 -0.042 0.343
H -1.349221 1.793005 -0.414682 0.753 -0.115 -0.674 0.330
H -1.059334 2.124450 1.152756 0.831 0.302 0.137 0.329
H 1.328098 -1.673883 0.437191 0.073 -0.073 -0.042 0.247
H 1.418192 -1.790955 -1.190793 0.099 -0.363 0.159 0.260
```
Positions in Å, forces in eV/Å.

- LUMO energy (spin up / spin down) (eV) = -3.76 / -8.97
- E_tot (eV) = -5174.325
- total charge = +1
- highest occupied orbital energy (spin up / spin down) (eV) = -13.8 / -13.8
- Kohn-Sham gap (spin up / spin down) (eV) = 10.070 / 4.843
- max |F| (eV Å⁻¹) = 2.767
- relative energy (zero: lowest compared OMol25 entry of this formula, charge and spin) (kJ/mol) = 158.44
- 2S+1 = 2